(1)
{"formula": "C34H73FN8O11Ti", "method": "ωB97M-V/def2-TZVPD", "s_squared": 0.75, "orbital_gap_ev": [6.7380, 6.7862], "energy_ev": -96717.724, "multiplicity": 2, "e_lumo_ev": [-1.739, -1.739], "e_homo_ev": [-8.4774, -8.5254], "total_charge": 1, "species": ["Ti", "F", "C", "C", "C", "C", "C", "C", "N", "O", "C", "C", "C", "H", "H", "H", "H", "H", "H", "H", "H", "H", "H", "H", "H", "H", "H", "H", "H", "H", "H", "C", "C", "O", "N", "C", "H", "H", "H", "H", "H", "H", "H", "C", "C", "O", "N", "C", "H", "H", "H", "H", "H", "H", "H", "C", "C", "O", "N", "C", "H", "H", "H", "H", "H", "H", "H", "C", "C", "O", "N", "C", "H", "H", "H", "H", "H", "H", "H", "C", "C", "O", "N", "C", "H", "H", "H", "H", "H", "H", "H", "C", "C", "O", "N", "C", "H", "H", "H", "H", "H", "H", "H", "C", "C", "O", "N", "C", "H", "H", "H", "H", "H", "H", "H", "C", "C", "C", "O", "C", "O", "O", "H", "H", "H", "H", "H", "H"], "positions_angstrom": [[10.95302, 11.40428, 13.81461], [11.38660, 10.76540, 15.71627], [12.41552, 11.94206, 9.35799], [11.11712, 12.82252, 9.42266], [10.68774, 12.73728, 7.88409], [9.29016, 13.31232, 7.69388], [8.28832, 12.55172, 8.63104], [8.63672, 12.46980, 10.16354], [10.13606, 12.15282, 10.34829], [10.60350, 12.09214, 11.71549], [7.81878, 11.25850, 10.63296], [8.09980, 13.73240, 10.91295], [11.34672, 14.30108, 9.81890], [13.11322, 12.13598, 10.17268], [12.98242, 12.11398, 8.44301], [12.18808, 10.87936, 9.27408], [10.71878, 11.74070, 7.44365], [11.37444, 13.34796, 7.29791], [9.05420, 13.19230, 6.63652], [9.17137, 14.38310, 7.85947], [8.18936, 11.56810, 8.17194], [7.31602, 13.00904, 8.44773], [7.91266, 11.09986, 11.70726], [8.18554, 10.31668, 10.22484], [6.75810, 11.35346, 10.40048], [7.01020, 13.76218, 10.91498], [8.40598, 14.65378, 10.41758], [8.34254, 13.81500, 11.97236], [11.94036, 14.28688, 10.73296], [10.39708, 14.75802, 10.09725], [11.85616, 14.89124, 9.05713], [13.80676, 8.96163, 11.80834], [13.75386, 9.83464, 13.06178], [12.77132, 10.56088, 13.29654], [14.77364, 9.72418, 13.90342], [14.95560, 10.42039, 15.13117], [13.12548, 8.11096, 11.82576], [14.83882, 8.68672, 11.59060], [13.53280, 9.54288, 10.92789], [15.64370, 9.28694, 13.63521], [15.77510, 11.12478, 14.98847], [15.07002, 9.85038, 16.05317], [14.02990, 10.92018, 15.41645], [6.54234, 11.80606, 13.96386], [7.66628, 10.86082, 14.43871], [8.80822, 11.19092, 14.16800], [7.32022, 9.77078, 15.07201], [8.29886, 8.93820, 15.64811], [5.67762, 11.75034, 14.62511], [6.20462, 11.60550, 12.94709], [6.83458, 12.85398, 13.89629], [6.32770, 9.58398, 15.06096], [7.89506, 8.35870, 16.47830], [9.13400, 9.41004, 16.16579], [8.65226, 8.18680, 14.94200], [10.32000, 7.10030, 12.67179], [10.36588, 8.48905, 12.18774], [10.47582, 9.41800, 13.00578], [10.40947, 8.85470, 10.89821], [10.39059, 7.96276, 9.74130], [11.28360, 6.62326, 12.49289], [9.56110, 6.50962, 12.15870], [10.11784, 7.09948, 13.74287], [10.36862, 9.83616, 10.66332], [9.78910, 7.05612, 9.80686], [11.44160, 7.70012, 9.62095], [10.06982, 8.59031, 8.90979], [10.54966, 14.12158, 18.20456], [12.00788, 13.74034, 18.58254], [12.78696, 14.52676, 19.18628], [12.38852, 12.51064, 18.14485], [13.65082, 11.85988, 18.40609], [10.01292, 14.29374, 19.13750], [10.04998, 13.26906, 17.74454], [10.53772, 14.92618, 17.46931], [11.83124, 12.10870, 17.40459], [14.43696, 12.09660, 17.68911], [13.49968, 10.78676, 18.28912], [14.00670, 12.19362, 19.38081], [9.89362, 15.62874, 13.86983], [9.51108, 14.34642, 14.67383], [10.17888, 13.32282, 14.55572], [8.49403, 14.32090, 15.54612], [7.79948, 15.43758, 16.06204], [9.45862, 15.58846, 12.87120], [10.96308, 15.49846, 13.70440], [9.81674, 16.64608, 14.25350], [8.36632, 13.42116, 15.98686], [7.36876, 16.08244, 15.29604], [8.56762, 16.06224, 16.51792], [7.00066, 15.35704, 16.79926], [6.10470, 12.65598, 18.55795], [7.46306, 11.98954, 18.22546], [7.94340, 12.17920, 17.09943], [7.91298, 11.17918, 19.12570], [9.20410, 10.47432, 19.01685], [5.25836, 12.03426, 18.26596], [5.94782, 13.65622, 18.15420], [6.10128, 12.78206, 19.64063], [7.29546, 10.81148, 19.83532], [9.79522, 10.67868, 19.90956], [9.82324, 10.79988, 18.18092], [9.12946, 9.39786, 18.86268], [14.52246, 13.25642, 12.50768], [13.67204, 13.63864, 13.74316], [12.65392, 12.98362, 14.04170], [14.07554, 14.64550, 14.47622], [13.32422, 15.08176, 15.59635], [14.71412, 12.18540, 12.44212], [15.50816, 13.72132, 12.52672], [14.02284, 13.48144, 11.56543], [14.71108, 15.32460, 14.08255], [12.28576, 14.77638, 15.72460], [13.42486, 16.16628, 15.63857], [13.90844, 14.78134, 16.46615], [10.40312, 6.58382, 17.87926], [11.44170, 7.45256, 17.15439], [12.85404, 7.42104, 17.76190], [13.63038, 7.26866, 16.62832], [12.91964, 6.94750, 15.55482], [13.32022, 6.62836, 14.44271], [11.68864, 7.03224, 15.83729], [9.41492, 6.55172, 17.42041], [10.23606, 6.99254, 18.87582], [10.74116, 5.54870, 17.92776], [11.19402, 8.51398, 17.14188], [12.97908, 6.63788, 18.50964], [13.10088, 8.42095, 18.11873]]}

(2)
{"formula": "C34H73FN8O7", "method": "ωB97M-V/def2-TZVPD", "orbital_gap_ev": 7.9259, "energy_ev": -65408.309, "multiplicity": 1, "e_lumo_ev": -0.579, "e_homo_ev": -8.5045, "smiles": "O=C(F)Cc1cnc2ccccc2n1.COC[C@@H](C)N.COC[C@@H](C)N.COC[C@@H](C)N.COC[C@@H](C)N.COC[C@@H](C)N.COC[C@@H](C)N", "species": ["O", "C", "F", "C", "C", "C", "N", "C", "C", "C", "C", "C", "C", "N", "H", "H", "H", "H", "H", "H", "H", "C", "O", "C", "C", "C", "N", "H", "H", "H", "H", "H", "H", "H", "H", "H", "H", "H", "C", "O", "C", "C", "C", "N", "H", "H", "H", "H", "H", "H", "H", "H", "H", "H", "H", "C", "O", "C", "C", "C", "N", "H", "H", "H", "H", "H", "H", "H", "H", "H", "H", "H", "C", "O", "C", "C", "C", "N", "H", "H", "H", "H", "H", "H", "H", "H", "H", "H", "H", "C", "O", "C", "C", "C", "N", "H", "H", "H", "H", "H", "H", "H", "H", "H", "H", "H", "C", "O", "C", "C", "C", "N", "H", "H", "H", "H", "H", "H", "H", "H", "H", "H", "H"], "positions_angstrom": [[0.40393, -0.10900, -1.71055], [0.57018, 0.85483, -2.37368], [1.59648, 0.81181, -3.34115], [-0.19141, 2.20271, -2.25821], [-1.75170, 2.08287, -2.25243], [-2.55492, 3.32086, -2.49234], [-3.90950, 3.40147, -2.54305], [-4.45737, 2.14709, -2.29005], [-5.96064, 2.04737, -2.25909], [-6.68801, 0.82362, -1.98904], [-5.90180, -0.43180, -1.76096], [-4.44083, -0.36581, -1.80927], [-3.69629, 0.90804, -2.05070], [-2.30490, 0.86085, -2.05129], [0.07681, 2.82605, -3.16374], [0.11931, 2.81915, -1.34713], [-1.98520, 4.27573, -2.66743], [-6.54588, 2.98640, -2.44777], [-7.80791, 0.86620, -1.96715], [-6.43357, -1.39030, -1.54761], [-3.91057, -1.34360, -1.64560], [0.34260, 4.98773, 0.92963], [-0.39692, 3.79742, 0.70867], [-0.68398, 3.04592, 1.88195], [-1.91108, 3.53996, 2.66930], [-1.64131, 4.79636, 3.49059], [-3.05859, 3.78571, 1.78637], [1.06235, 4.87904, 1.74569], [-0.33278, 5.82230, 1.12640], [0.89046, 5.21812, 0.01320], [-0.89517, 2.03068, 1.53227], [0.20410, 2.97431, 2.52166], [-2.18585, 2.74766, 3.37309], [-1.59399, 5.69764, 2.87749], [-2.43995, 4.95081, 4.22006], [-0.70216, 4.70957, 4.04289], [-3.29362, 2.91935, 1.30575], [-2.73842, 4.39665, 1.03561], [2.11171, -5.82685, -3.31802], [1.84224, -4.45720, -3.54809], [0.75180, -3.93648, -2.79596], [1.11042, -3.51727, -1.35780], [1.26063, -4.69538, -0.39905], [2.33845, -2.71063, -1.31696], [1.19835, -6.39965, -3.13107], [2.80902, -5.94283, -2.48649], [2.59534, -6.22871, -4.21088], [0.42790, -3.04028, -3.33431], [-0.09586, -4.63128, -2.81207], [0.28534, -2.90124, -0.98478], [2.19850, -5.23499, -0.54142], [1.25000, -4.34467, 0.63617], [0.43657, -5.40464, -0.51655], [2.19897, -1.87939, -1.88775], [3.05987, -3.22906, -1.81962], [-0.96259, 9.20761, 6.10346], [-1.57480, 8.04853, 5.56422], [-2.99664, 8.10203, 5.51500], [-3.56046, 8.85039, 4.29064], [-3.46444, 10.36849, 4.40826], [-2.90424, 8.42637, 3.04865], [-1.56276, 9.65736, 6.89957], [-0.77004, 9.93687, 5.31422], [0.00209, 8.91365, 6.52148], [-3.32662, 7.06048, 5.45277], [-3.40265, 8.50033, 6.45317], [-4.62380, 8.59990, 4.21737], [-2.45069, 10.73770, 4.24651], [-4.09995, 10.84666, 3.65941], [-3.79948, 10.70790, 5.39192], [-3.04905, 7.42598, 2.92962], [-1.89893, 8.50778, 3.19681], [-5.82353, -4.65609, -4.68701], [-5.41380, -5.03990, -3.38501], [-4.84267, -6.33874, -3.30246], [-3.35039, -6.40177, -3.67954], [-3.09882, -6.34204, -5.18311], [-2.58235, -5.33625, -3.02580], [-6.20635, -5.50290, -5.26380], [-4.99938, -4.17610, -5.21792], [-6.62198, -3.91889, -4.58375], [-4.93623, -6.63174, -2.25208], [-5.43448, -7.05997, -3.87972], [-2.96640, -7.36479, -3.32686], [-3.22356, -5.33712, -5.58887], [-2.07520, -6.65051, -5.40786], [-3.77253, -7.01438, -5.72067], [-2.68110, -5.43502, -2.01726], [-3.05488, -4.45565, -3.22762], [2.13275, 0.93916, 4.23826], [1.79910, 0.40261, 2.97034], [2.71340, 0.73561, 1.93012], [3.96482, -0.16340, 1.86779], [5.00049, 0.16394, 2.93976], [3.61779, -1.58630, 1.95874], [2.59919, 1.92586, 4.15800], [2.78598, 0.25301, 4.78061], [1.21002, 1.03830, 4.81409], [2.15696, 0.59897, 0.99742], [2.98387, 1.79896, 1.97670], [4.44030, 0.00856, 0.89645], [4.71094, -0.20004, 3.92674], [5.95715, -0.30425, 2.69652], [5.16788, 1.24248, 3.00816], [2.99634, -1.82350, 1.18480], [3.02992, -1.70180, 2.78348], [8.44302, -6.16597, -1.68898], [7.13093, -6.54010, -1.30663], [6.63160, -5.86082, -0.16182], [6.03905, -4.46992, -0.45506], [7.09547, -3.39364, -0.68305], [5.13346, -4.50007, -1.60901], [9.07173, -5.93102, -0.82524], [8.41074, -5.31904, -2.37706], [8.88949, -7.00700, -2.22303], [5.82651, -6.49391, 0.22415], [7.39489, -5.81510, 0.62497], [5.45983, -4.17099, 0.42492], [7.56580, -3.46940, -1.66486], [6.64240, -2.40133, -0.62316], [7.87938, -3.44605, 0.07707], [4.37957, -5.15455, -1.41305], [5.63678, -4.93867, -2.37966]]}